a:
# C45H102N6O9

C45H102N6O9 as an isolated structure (wB97M-V/def2-TZVPD, OMol25).

Values from the calculation:
* gap between HOMO and LUMO: 6.236 eV

The geometry in ORCA input format:
```
! RIJCOSX wB97M-V def2-TZVPD def2/J DEFGRID3
* xyz 0 1
C -5.19158 -0.95473 -15.33232
C -5.14029 -1.85590 -16.64692
C -3.86007 -2.65223 -16.61498
C -3.90292 -4.00795 -15.96026
C -5.13479 -4.80408 -16.30632
C -6.50851 -4.02746 -16.24913
N -6.30357 -2.69993 -16.87962
O -7.41096 -1.99156 -17.12167
C -7.47355 -5.03378 -17.04988
C -6.83065 -3.80415 -14.77181
C -5.01409 -0.96796 -17.91131
H -5.15221 -1.48148 -14.37886
H -6.13292 -0.44536 -15.12614
H -4.36841 -0.24144 -15.37357
H -3.42586 -2.92903 -17.57568
H -3.11942 -2.11318 -16.02424
H -3.78595 -3.84620 -14.88870
H -2.99242 -4.56764 -16.17439
H -5.19887 -5.64545 -15.61633
H -5.11230 -5.16812 -17.33349
H -7.44863 -4.85301 -18.12450
H -7.11615 -6.05804 -16.94381
H -8.47965 -4.84644 -16.67470
H -7.37264 -4.71404 -14.51405
H -6.07839 -3.73909 -13.98570
H -7.54643 -3.01501 -14.54155
H -4.71595 -1.38490 -18.87328
H -4.17805 -0.26883 -17.89249
H -5.86176 -0.42489 -18.32919
H -7.40917 -1.38971 -16.37375
C -6.85747 0.19189 -16.87728
C -6.41103 1.44149 -16.08969
C -5.02158 1.25571 -15.60034
C -4.03981 1.58005 -16.63832
C -4.23564 2.96175 -17.19462
C -5.66517 3.21358 -17.87043
N -6.67769 2.72300 -16.88188
O -8.00699 2.73146 -17.37477
C -5.90874 4.69498 -18.13595
C -5.70711 2.43477 -19.19692
C -7.43150 1.54361 -14.89940
H -6.60686 -0.73911 -16.36881
H -6.34497 0.14372 -17.83808
H -7.92018 0.08901 -17.09680
H -4.82662 1.83006 -14.69469
H -4.83003 0.19955 -15.41077
H -4.15667 0.84241 -17.43226
H -2.97926 1.57648 -16.38669
H -3.50516 3.46156 -17.83079
H -4.29357 3.49509 -16.24578
H -5.21842 5.07548 -18.88880
H -6.97959 4.79022 -18.31567
H -5.52925 5.34310 -17.34600
H -6.39283 1.58873 -19.24273
H -5.92387 2.99332 -20.10749
H -4.77100 1.94198 -19.45953
H -7.84211 2.49072 -14.54942
H -7.12606 1.03892 -13.98284
H -8.35680 1.05174 -15.19936
H -8.31052 3.57151 -17.02294
C -6.11114 2.19240 -10.23383
C -4.69526 2.54273 -9.70017
C -4.49021 4.05568 -9.61398
C -4.90671 4.88502 -8.44898
C -4.36157 4.11243 -7.24000
C -4.84731 2.57599 -7.16973
N -4.40831 1.91584 -8.33443
O -4.44588 0.57262 -8.27984
C -4.14347 2.07037 -5.79152
C -6.39178 2.59677 -6.76616
C -3.58990 2.08346 -10.66706
H -6.60124 2.88247 -10.92065
H -6.80941 1.88706 -9.45455
H -6.14373 1.39162 -10.97261
H -3.40957 4.13233 -9.73420
H -4.90760 4.62219 -10.44642
H -5.98176 5.03878 -8.35564
H -4.65388 5.93381 -8.60459
H -4.60054 4.67937 -6.34023
H -3.27241 4.15107 -7.22140
H -4.34896 1.00527 -5.68463
H -3.05534 2.06946 -5.85530
H -4.40164 2.52037 -4.83290
H -6.82575 1.60861 -6.61351
H -6.76481 3.11320 -5.88172
H -6.84396 3.07160 -7.63689
H -2.61269 2.27865 -10.22541
H -3.59681 2.50491 -11.67227
H -3.76045 1.00765 -10.70767
H -3.53111 0.30132 -8.38562
C -4.30063 -1.97165 -12.35312
O -3.26390 -1.69102 -13.37349
C -3.50565 -0.48765 -14.21839
C -3.17947 0.80326 -13.45808
N -3.63654 1.82378 -14.29837
C -3.16291 3.14987 -14.22999
C -3.85097 3.88353 -13.00806
O -3.91444 5.33075 -13.21421
C -4.62903 6.12070 -12.27742
H -4.04106 -2.50018 -11.43585
H -4.97714 -2.59871 -12.93382
H -4.81599 -1.04001 -12.11955
H -4.54106 -0.59138 -14.54284
H -2.87523 -0.78782 -15.05538
H -2.14462 0.96552 -13.15666
H -3.74376 1.03576 -12.55496
H -3.71428 1.58253 -15.27605
H -3.72119 3.67517 -15.00490
H -2.09026 3.33438 -14.28886
H -3.22522 3.80849 -12.11874
H -4.84217 3.56108 -12.68925
H -4.91516 7.09484 -12.67399
H -4.08825 6.13376 -11.33112
H -5.56353 5.65896 -11.95865
C -12.09669 4.33107 -17.88974
O -11.89123 4.92233 -16.57995
C -11.43251 3.98383 -15.54379
C -10.17840 3.09493 -15.94754
N -9.26686 4.02174 -16.47980
C -8.60122 4.84947 -15.40463
C -7.22077 5.38077 -15.84065
O -6.47466 5.75382 -14.73508
C -5.07381 5.27748 -14.84166
H -12.30194 5.10074 -18.63377
H -12.80864 3.50690 -17.93431
H -11.15743 3.90282 -18.23976
H -11.27646 4.35025 -14.52916
H -12.17996 3.19264 -15.48513
H -9.81456 2.43829 -15.15727
H -10.40076 2.29201 -16.65036
H -9.85226 4.71157 -16.92874
H -9.25648 5.66520 -15.09914
H -8.46531 4.22611 -14.52087
H -6.68403 4.62960 -16.42008
H -7.36843 6.22092 -16.51921
H -4.51919 5.72604 -14.01747
H -4.49786 5.79815 -15.60671
H -4.75821 4.24358 -14.98145
C -4.57797 -6.39712 -10.18637
O -3.18800 -6.15434 -10.58865
C -2.47576 -5.54580 -9.51007
C -1.02948 -5.02907 -9.83752
N -0.95243 -4.00594 -10.82897
C -1.17339 -4.60624 -12.15069
C -1.00853 -3.54513 -13.25471
O -1.91841 -2.43305 -13.34042
C -1.43339 -1.65002 -14.48979
H -4.77888 -7.29315 -10.77363
H -5.21350 -5.59841 -10.56881
H -4.59548 -6.77108 -9.16268
H -2.50037 -6.20960 -8.64585
H -3.17519 -4.75850 -9.22890
H -0.39265 -5.86566 -10.12504
H -0.66612 -4.64703 -8.88352
H -1.77571 -3.42640 -10.90923
H -2.21330 -4.92647 -12.21499
H -0.63544 -5.54391 -12.29029
H -0.99949 -4.11063 -14.18649
H -0.07468 -3.03647 -13.01534
H -1.10826 -2.36164 -15.24872
H -0.66942 -0.96880 -14.11509
H -2.19093 -1.02337 -14.96047
*
```

=====

b:
# C45H102N6O9

A 6-piece molecular cluster, C45H102N6O9 overall (wB97M-V/def2-TZVPD, OMol25).

Values from the calculation:
* SMILES: CC1(C)CCCC(C)(C)N1O.CC1(C)CCCC(C)(C)N1O.CC1(C)CCCC(C)(C)N1O.COCCNCCOC.COCCNCCOC.COCCNCCOC
* gap between HOMO and LUMO: 8.703 eV

The geometry in ORCA input format:
```
! RIJCOSX wB97M-V def2-TZVPD def2/J DEFGRID3
* xyz 0 1
C 3.82590 -3.96770 2.72513
C 2.58333 -3.62630 3.52690
C 2.90764 -2.69336 4.71796
C 1.68472 -2.82559 2.55229
C 0.23724 -2.73124 3.06514
C -0.26151 -4.12277 3.42166
C 0.59119 -4.89889 4.42516
C 0.42344 -4.30182 5.83608
C 0.05863 -6.33685 4.46966
N 1.94703 -4.90271 3.87916
O 2.81767 -5.60323 4.76920
H 4.55547 -4.51906 3.32499
H 3.62339 -4.61486 1.86627
H 4.36778 -3.12974 2.27890
H 3.12242 -3.26777 5.61608
H 3.76839 -2.09642 4.41460
H 2.07886 -2.01283 4.89582
H 2.03308 -1.79290 2.55344
H 1.68355 -3.37486 1.61146
H 0.17675 -2.19248 4.01360
H -0.36901 -2.25749 2.29383
H -0.49215 -4.72327 2.53296
H -1.25828 -4.03284 3.87528
H 1.19765 -4.80665 6.42235
H -0.55798 -4.52373 6.24861
H 0.63725 -3.23913 5.91761
H 0.15443 -6.83689 5.43177
H 0.59205 -6.91247 3.70993
H -0.99539 -6.32697 4.18791
H 2.94847 -6.44810 4.32799
C -4.18464 4.20037 2.44422
C -3.55425 3.80108 1.09556
C -2.18732 4.50175 0.91923
C -3.32092 2.28392 1.15962
C -3.17278 1.62245 -0.22551
C -4.30320 1.98900 -1.15443
C -4.45879 3.49620 -1.32943
C -3.33124 4.01186 -2.24023
C -5.77600 3.76717 -2.04865
N -4.46687 4.09163 -0.00402
O -4.62691 5.51187 -0.08778
H -5.26635 4.28377 2.34634
H -3.71060 3.56317 3.18506
H -3.93618 5.23762 2.70313
H -1.44763 4.13948 1.63199
H -1.81118 4.37622 -0.09245
H -2.37697 5.56538 1.06007
H -2.45135 2.05968 1.77623
H -4.19775 1.76737 1.56761
H -2.12027 1.74289 -0.50862
H -3.19569 0.54505 -0.01308
H -5.23532 1.53877 -0.80325
H -4.08482 1.47800 -2.09729
H -2.34644 3.67701 -1.92030
H -3.40484 5.09261 -2.36197
H -3.43287 3.60064 -3.24957
H -5.90617 4.85445 -2.06427
H -6.66155 3.28785 -1.63662
H -5.70017 3.54817 -3.11519
H -5.48042 5.64309 0.33741
C -3.77603 -7.50673 -1.55128
C -4.80248 -6.55751 -2.21014
C -5.73223 -6.00613 -1.12644
C -4.03302 -5.33417 -2.73091
C -3.53592 -5.40441 -4.18013
C -4.62385 -5.98137 -5.07433
C -5.20613 -7.30085 -4.62101
C -6.39849 -7.73955 -5.44102
C -4.12777 -8.40343 -4.75238
N -5.63897 -7.18688 -3.21721
O -6.28733 -8.33778 -2.75025
H -3.06614 -6.98922 -0.90555
H -4.28465 -8.16740 -0.83915
H -3.20309 -8.06144 -2.29276
H -6.38043 -6.77028 -0.69305
H -5.24851 -5.41691 -0.34713
H -6.44461 -5.33645 -1.61918
H -4.49018 -4.38360 -2.45069
H -3.08760 -5.16651 -2.20136
H -3.08308 -4.51939 -4.62034
H -2.73110 -6.15039 -4.15353
H -4.24523 -6.12184 -6.09338
H -5.40711 -5.22204 -5.19674
H -6.72141 -8.73905 -5.15397
H -6.24903 -7.76033 -6.52244
H -7.24928 -7.07182 -5.27894
H -3.08340 -8.12127 -4.63290
H -4.13785 -8.87745 -5.74343
H -4.37797 -9.26693 -4.12921
H -5.58722 -8.93595 -2.44201
C 8.47325 6.71795 -2.59848
O 7.10650 6.45569 -2.57122
C 6.40346 6.93741 -1.45729
C 4.96219 6.50757 -1.58788
N 4.88395 5.07493 -1.90692
C 3.91851 4.59951 -2.86716
C 4.40248 3.40776 -3.65693
O 5.68078 3.54473 -4.23076
C 5.79191 4.57667 -5.18263
H 8.64954 7.79212 -2.40774
H 9.00063 6.63496 -3.55129
H 9.01650 6.10734 -1.86870
H 6.50227 8.02193 -1.33726
H 6.83865 6.47771 -0.55664
H 4.40173 7.03055 -2.37985
H 4.40763 6.74072 -0.67244
H 5.82168 4.88372 -2.24737
H 3.62201 5.37844 -3.59152
H 3.01979 4.30706 -2.31354
H 3.63010 3.10677 -4.38121
H 4.48767 2.50736 -3.04028
H 5.66630 5.56633 -4.72988
H 5.07117 4.45464 -5.99892
H 6.80564 4.53333 -5.57660
C -4.30712 -1.86846 -1.53505
O -3.10409 -2.54887 -1.34156
C -2.19555 -2.45158 -2.42506
C -1.41935 -1.14362 -2.40331
N -0.29538 -1.31460 -1.47320
C 0.76344 -0.33518 -1.66531
C 2.05900 -0.78875 -1.02466
O 3.19387 -0.09484 -1.47461
C 3.90123 0.65043 -0.51623
H -5.02675 -2.28616 -2.25409
H -4.13630 -0.84894 -1.91133
H -4.80262 -1.78012 -0.56922
H -1.51078 -3.28771 -2.55343
H -2.83757 -2.49804 -3.32140
H -1.01683 -0.94639 -3.39507
H -2.05780 -0.33594 -2.02772
H -0.63299 -1.34553 -0.52040
H 0.93169 -0.19286 -2.73520
H 0.43074 0.65605 -1.30791
H 2.03236 -0.71802 0.06950
H 2.17002 -1.82751 -1.35208
H 4.86400 1.00032 -0.88056
H 4.22437 -0.06139 0.26841
H 3.29082 1.39197 0.00001
C 1.91283 3.06712 2.70789
O 3.09076 2.70551 2.02931
C 3.91313 3.66029 1.35568
C 4.70666 4.56818 2.29900
N 3.92017 5.39918 3.20253
C 4.63907 5.67552 4.43946
C 3.80746 6.34258 5.50532
O 2.92379 5.39632 6.05581
C 2.30109 5.83435 7.25159
H 1.73616 4.14376 2.79329
H 1.89508 2.62057 3.69960
H 1.07096 2.71084 2.10043
H 3.14867 4.16324 0.74826
H 4.66689 3.17920 0.74051
H 5.36577 5.22046 1.71807
H 5.32972 3.82263 2.82301
H 3.08415 4.87254 3.42139
H 5.43820 6.36929 4.15378
H 5.10828 4.78005 4.87180
H 3.27996 7.20893 5.08662
H 4.51316 6.66249 6.28653
H 1.73131 6.74600 7.02372
H 3.09013 6.02993 7.98080
H 1.55156 5.10906 7.55288
*
```

=====

Which of them is most stable? Easy: b.

=====

a:
# C3HNO2

One molecule with the formula C3HNO2 (wB97M-V/def2-TZVPD, OMol25).

Values from the calculation:
* gap between HOMO and LUMO: 9.178 eV

The geometry in ORCA input format:
```
! RIJCOSX wB97M-V def2-TZVPD def2/J DEFGRID3
* xyz 0 1
C -0.16440 -0.25290 -0.86504
C -1.20754 -0.04205 -0.11418
C 1.30702 0.48790 1.94670
N 1.26905 0.31028 0.80315
O 1.14462 0.08464 -0.50172
O -2.12507 0.08245 0.58565
H -0.22368 -0.67033 -1.85456
*
```

=====

b:
# C3HNO2

One molecule with the formula C3HNO2 (wB97M-V/def2-TZVPD, OMol25).

Values from the calculation:
* SMILES: N#CC(=O)C=O
* gap between HOMO and LUMO: 9.337 eV

The geometry in ORCA input format:
```
! RIJCOSX wB97M-V def2-TZVPD def2/J DEFGRID3
* xyz 0 1
N -1.20239 1.08506 1.98736
C -0.54190 0.47253 1.26246
C 0.34218 -0.30571 0.37614
O 1.18012 -1.05919 0.79938
C 0.13081 -0.10887 -1.12521
O -0.79321 0.52391 -1.55874
H 0.89518 -0.61335 -1.74373
*
```

=====

Which of them is most stable? Easy: b.

=====

a:
# C10H18Si

A 2-piece molecular cluster, C10H18Si overall (wB97M-V/def2-TZVPD, OMol25).

Values from the calculation:
* gap between HOMO and LUMO: 8.388 eV

The geometry in ORCA input format:
```
! RIJCOSX wB97M-V def2-TZVPD def2/J DEFGRID3
* xyz 0 1
C -1.19956 2.03702 -1.89915
C -2.72370 -2.52978 -0.90275
C -2.64561 0.72641 2.41285
C -0.79531 0.80245 -1.57136
C -2.64466 -1.41582 -0.17548
C -1.86593 1.09749 1.42142
C 2.49578 1.28204 0.30535
C 3.51560 -0.94240 -0.24650
C 1.18590 -0.88482 0.69995
C 2.16534 -0.11186 -0.20462
Si -1.23976 -0.11121 0.04155
H -0.92311 2.42771 -2.82708
H -1.95075 2.68799 -1.46498
H -3.56948 -3.16164 -0.87578
H -1.94421 -2.84470 -1.44292
H -3.06335 1.33362 3.11334
H -2.81771 -0.38606 2.63782
H -0.01304 0.35923 -2.15366
H -3.58066 -1.17403 0.33147
H -1.66894 2.16424 1.41577
H 2.81074 1.19847 1.36540
H 1.61780 1.83340 0.20917
H 3.24974 1.49354 -0.33748
H 3.81966 -1.17266 0.75590
H 4.30433 -0.38864 -0.76784
H 3.30742 -1.84609 -0.67773
H 0.99141 -1.89595 0.35457
H 1.33117 -0.48358 1.70527
H 1.85088 -0.09437 -1.22251
*
```

=====

b:
# C10H18Si

One molecule with the formula C10H18Si (wB97M-V/def2-TZVPD, OMol25).

Values from the calculation:
* SMILES: C\C=C/C=C\C=C\[Si](C)(C)C
* gap between HOMO and LUMO: 8.882 eV

The geometry in ORCA input format:
```
! RIJCOSX wB97M-V def2-TZVPD def2/J DEFGRID3
* xyz 0 1
C -2.06331 0.42165 -2.23356
C -1.65383 1.63595 -1.43816
C -0.58148 2.42938 -1.57129
C 0.46586 1.95725 -2.50132
C 1.04833 0.77430 -2.15498
C 0.91236 0.01895 -0.97763
C -0.06033 0.07112 -0.03983
Si 0.48314 -0.85949 1.54533
C 1.52947 -2.37823 1.19913
C -1.17649 -1.45455 2.31520
C 1.48099 0.28774 2.65784
H -1.22302 -0.21918 -2.65081
H -2.57388 0.89194 -3.11797
H -2.77324 -0.24368 -1.78054
H -2.31592 2.03468 -0.60796
H -0.43187 3.23028 -0.87340
H 0.67181 2.46342 -3.39803
H 1.76124 0.34671 -2.91100
H 1.69255 -0.67787 -0.91997
H -0.88985 0.81903 0.08501
H 0.81953 -3.16380 0.78364
H 2.20071 -2.21603 0.40481
H 1.99058 -2.80104 2.02680
H -1.92832 -0.72448 2.29053
H -1.42406 -2.39869 1.88912
H -1.13633 -1.66748 3.33633
H 2.18929 -0.38268 3.39227
H 2.15271 0.87900 2.01556
H 0.83337 0.92579 3.23487
*
```

=====

Which of them is most stable? Easy: b.

=====

a:
# C2H7BO2S

A 2-piece molecular cluster, C2H7BO2S overall (wB97M-V/def2-TZVPD, OMol25).

Values from the calculation:
* gap between HOMO and LUMO: 8.424 eV

The geometry in ORCA input format:
```
! RIJCOSX wB97M-V def2-TZVPD def2/J DEFGRID3
* xyz 0 1
B -0.04388 0.10137 -0.09203
C 1.67220 -1.71421 1.19826
C -2.19973 1.18725 -0.89214
O 0.39080 -1.27899 1.46252
O -1.28272 0.32133 -0.16919
S 1.44999 0.80198 -0.80589
H 1.97070 -1.61734 0.09724
H 1.94483 -2.74486 1.42473
H 2.23451 -1.08445 1.88899
H -2.89675 1.28647 -0.01428
H -2.48769 0.67692 -1.69904
H -1.58211 2.02871 -1.24323
H 0.82983 2.03583 -1.15594
*
```

=====

b:
# C2H7BO2S

A 3-piece molecular cluster, C2H7BO2S overall (wB97M-V/def2-TZVPD, OMol25).

Values from the calculation:
* SMILES: [H][H].COB=S.C=O
* gap between HOMO and LUMO: 10.175 eV

The geometry in ORCA input format:
```
! RIJCOSX wB97M-V def2-TZVPD def2/J DEFGRID3
* xyz 0 1
H -5.62054 -0.59536 -0.43876
H -5.48038 0.05520 -0.09798
C -1.35681 0.70152 -1.64671
O -0.16274 0.66112 -2.32270
B 0.92363 0.21440 -1.82354
S 2.33648 -0.52390 -1.55524
H -1.58535 -0.32686 -1.38702
H -2.16247 1.22371 -2.23668
H -1.29401 1.24280 -0.70615
C 1.21617 0.07217 1.69911
O 0.05829 0.34632 1.58367
H 1.51502 -0.89471 2.22183
H 2.08626 0.62662 1.31991
*
```

=====

Which of them is most stable? Easy: b.